1.
DFT (ωB97M-V/def2-TZVPD) results for C7H11IN2 as an isolated structure.

Geometry as ORCA input:
```
! wB97M-V def2-TZVPD RIJCOSX def2/J DEFGRID3
* xyz 0 1
C 0.0917 -1.8910 1.3149
C -0.5960 -1.7066 -1.1362
C 0.2270 0.2071 0.0851
H -2.1224 1.5628 0.1745
N 2.1884 1.8669 0.2060
H 0.9774 -2.2567 0.7613
H -1.6686 1.7143 -1.5725
H 0.3096 -1.7688 -1.6050
C -0.5961 -1.0659 0.2672
H -1.1822 -1.1288 -1.8832
N -0.0675 1.4743 -0.1747
C 2.0968 0.5708 0.4843
H -1.2488 3.0421 -0.2883
H 0.8454 3.3679 0.0549
H 0.4400 -1.4151 2.2398
H -1.6181 -0.7843 0.6338
I 3.6844 -0.7613 0.5599
C -1.3896 2.0618 -0.4640
H -0.4851 -2.7431 1.5567
H -0.8890 -2.7201 -1.0111
C 1.0029 2.3738 -0.2034
*
```

highest occupied orbital energy: -7.16 eV
energy: -18514.29369 eV
frontier orbital gap: 7.769 eV
molar mass: 250.08 u


2.
DFT (ωB97M-V/def2-TZVPD) results for C27H22IN3O2Pt as an isolated structure.

Geometry as ORCA input:
```
! wB97M-V def2-TZVPD RIJCOSX def2/J DEFGRID3
* xyz 0 3
C -1.7975 1.6020 -2.8141
H -1.2838 5.3839 -3.0965
C -1.6911 2.3073 -4.0566
C -1.4373 4.3166 -2.9822
H -0.9574 0.7930 -5.3787
H -1.3413 5.6850 -0.8721
H 1.7891 -1.2094 -2.4453
O -0.4170 4.2516 0.3255
C -1.5455 3.7627 -1.7353
O -1.9977 0.3119 -2.8801
C 4.6511 0.1992 -1.3075
C -1.4886 4.6581 -0.5313
H -2.4385 4.6244 0.0168
C -1.7704 1.5200 -5.3276
H -2.6982 0.9485 -5.3718
I -3.7507 -2.1960 0.0010
C 1.2555 -2.0050 0.0769
H -0.4585 -2.2220 2.1153
C 0.4537 -3.7514 3.3190
N 0.1347 -1.8606 -0.4717
H 3.7297 0.0911 -3.2437
C 3.4673 -0.8966 0.4750
C -1.7013 0.3036 3.6295
H -2.5268 -1.2331 4.8874
H -0.3251 -3.7321 4.0709
C 1.5271 -4.6224 3.4474
H 3.2352 -3.7886 0.6435
H -0.9667 1.6530 2.1447
H -1.9892 2.4833 0.5052
C 2.4633 -1.2736 -0.4133
H 1.5873 -5.2878 4.2989
Pt -1.0819 -0.8842 -1.5348
C 0.3757 -2.9025 2.2261
C -1.5591 0.7647 2.3327
C -1.7254 2.3609 -1.6293
H 5.3236 0.1392 0.7294
C 2.4554 -3.7799 1.3951
C -1.8825 1.7797 -0.3189
C 1.3762 -2.9118 1.2594
H 3.3908 -1.1698 1.5198
C -2.1211 0.0744 1.2589
H -0.2473 4.9564 0.9575
N -1.5128 3.6041 -4.1226
C 4.5536 -0.1583 0.0292
H 3.3609 -5.3188 2.5773
C -2.4140 -0.8613 3.8777
N -1.9582 0.5244 -0.0690
C 2.5673 -0.9122 -1.7545
H -1.2449 0.8506 4.4437
C -2.8300 -1.1008 1.5166
H -1.7098 2.1987 -6.1745
C 2.5253 -4.6375 2.4826
C 3.6569 -0.1820 -2.1990
H -3.5333 -2.4670 3.0020
H 5.5000 0.7738 -1.6550
C -2.9770 -1.5575 2.8202
*
```

highest occupied orbital energy (alpha / beta): -7.63 / -7.90 eV
energy: -48266.85965 eV
frontier orbital gap (alpha / beta): 7.257 / 7.247 eV
molar mass: 742.47 u
expectation value of S²: 2.013


3.
DFT (ωB97M-V/def2-TZVPD) results for a 17-piece molecular cluster, C40H120N6O25 overall.

Geometry as ORCA input:
```
! wB97M-V def2-TZVPD RIJCOSX def2/J DEFGRID3
* xyz 0 1
O 3.4200 0.3307 39.3094
O 4.4518 -1.9270 31.4517
C 3.1931 5.6965 36.1697
C 1.4859 4.4643 25.2713
O -2.0430 -0.1007 31.7653
H 3.9330 5.9699 39.5931
H 1.5463 5.6299 37.6641
H 4.4679 4.3333 34.3177
O 1.6432 2.2624 38.1931
H 2.3433 7.5765 35.8217
H 0.4188 4.9368 27.3412
H -0.8565 8.6878 31.1411
C -0.2328 2.1964 28.1020
H 6.0409 4.9996 30.1981
H -1.1110 -1.7797 33.1049
H 4.7765 8.2120 33.5573
C 2.7458 3.3028 23.7574
H -5.7824 5.8227 31.5265
H 2.1849 7.2568 25.7888
H -0.9807 8.4799 33.6827
C 4.3447 5.0798 39.1175
O -4.5849 5.8280 29.8942
C 4.9599 0.3424 37.4327
H 1.4230 0.4104 37.5913
C -0.7808 -1.4956 35.1949
H 2.8671 6.6319 38.0341
H -2.9263 2.4517 26.9349
C 1.2723 7.1294 25.2065
C 4.2649 4.1143 29.5235
H 2.3212 4.2907 25.9496
O -1.5052 5.3818 34.8343
H 5.2825 2.3029 33.7762
H 3.1879 3.2658 22.7617
C 4.5363 1.0216 38.7625
C 3.4848 11.2743 36.2336
O -4.6147 8.5449 30.7338
H -3.5685 4.4863 25.5969
H 5.0717 4.5237 31.5161
H 3.4630 3.4056 29.7306
H 0.3795 -2.5869 33.6745
C -2.3714 8.6150 29.9722
H 2.1412 2.3959 23.7538
H 2.9453 6.6962 34.3259
C -0.6632 -2.3689 33.9051
H 4.8995 -0.1735 30.4979
H 7.5304 4.8691 34.6349
H -1.8930 0.2890 29.6059
H -2.3564 7.5456 30.1821
C -3.3313 5.3376 36.3945
H -3.6615 4.9905 37.3736
C -4.5362 0.5599 31.4614
H 0.2763 1.8715 29.0094
H 3.3310 9.0086 30.8037
O 1.9400 -0.4839 31.9436
O 4.0778 10.8280 35.0450
C -4.7873 -0.9261 31.0146
H -4.2434 -1.2129 30.1145
H -0.7514 5.3601 30.5467
H -5.6027 4.3107 30.9013
H 5.8813 2.8590 35.3214
H 7.7477 2.0542 33.9227
C 2.4350 6.6312 35.2869
H 3.3216 10.4250 36.8971
H -0.1041 2.0646 34.2951
C 0.7924 3.5764 32.3514
H 4.2649 5.8645 36.2748
H -3.5347 10.3513 30.5796
H 4.1551 10.7693 32.2968
H -0.2991 -2.8494 36.4388
H -0.6230 0.7753 30.6518
H -1.0019 7.0891 33.0851
H -0.9655 1.4762 27.7380
O 0.0807 -2.0055 36.1835
C 0.7459 5.1384 32.0759
C 0.9806 2.1601 34.2447
H 4.6945 3.7588 28.5869
N -4.4494 3.2571 27.9358
H -5.2617 8.8381 31.3796
C 4.0132 -0.6779 30.8828
O 4.1020 0.7300 36.3289
H -4.9693 4.3658 35.6393
H -3.2845 6.4511 32.6331
C -1.3814 0.0027 30.5248
O 5.3917 4.3597 34.0579
C 5.9439 3.0304 34.2468
C -3.4881 9.2944 30.8420
H -1.9748 4.9101 26.2694
H 5.2847 -1.7551 31.8971
H 1.0506 6.3018 27.6213
H 3.5902 3.6316 36.2273
H 5.9592 0.6887 37.1689
H 0.8508 3.5860 25.3866
C 7.4104 3.0821 33.7897
H -3.1965 6.3989 36.6032
H 2.2108 6.5161 32.0384
C -3.7756 4.7124 31.9898
N 4.9434 9.1135 33.1335
N -4.8863 1.2858 30.1798
C 2.6344 5.6575 37.6047
H -1.2108 4.7481 36.7082
O 2.0437 4.5136 23.9471
H -2.1375 3.6269 35.8068
H 1.9711 9.4602 31.6202
H -2.6987 1.8298 31.5656
H -4.4909 2.3500 28.3780
H 5.4458 9.6867 33.7962
H -4.3824 6.7476 30.0811
H 0.6396 6.5036 30.2624
N 0.3491 5.8922 27.0211
H 3.5507 3.1272 24.4711
O 3.2346 4.5135 38.3344
O 1.9332 -0.3136 37.2281
N 2.1212 5.5113 31.9897
N 3.1648 4.3727 35.6889
H 3.7636 0.2517 32.7820
H -5.2730 0.8945 32.1917
H -4.1612 4.3463 32.9413
H -5.8504 1.1510 29.9105
H 0.9104 5.0690 29.8238
H 3.0162 5.4386 30.2384
C 5.3705 4.2021 30.5185
H -2.0021 5.0251 34.0943
O -1.4002 -3.5988 33.9902
H 2.9908 1.1409 31.4192
H -4.3700 0.7218 29.5200
C -3.0985 0.8843 31.9320
H 1.3904 3.1090 38.5613
H 7.3671 3.1892 32.7058
H 2.6778 5.2566 32.7930
O -4.4698 5.1728 35.4945
C 3.7966 9.8763 32.8088
C 2.9511 9.0293 31.8252
H 5.2755 5.2397 38.5733
O 1.1731 3.3995 33.7127
H 2.2503 10.8325 33.9045
H -3.2322 5.5713 27.0612
H 5.1689 -0.7143 37.5995
H -1.9078 -3.7228 33.1849
H -4.5260 3.9700 28.6472
H -3.1947 0.9106 33.0174
C 0.3236 5.5242 30.6217
C 3.0760 10.2016 34.2336
O 8.1303 4.1881 34.3220
C -1.9734 4.6972 35.9310
H -2.2183 2.9444 29.4752
H 1.3953 6.3045 35.2660
H -1.8313 -1.4514 35.4821
H 1.9829 -1.3745 32.2996
H 0.5866 2.2151 27.3834
O -2.7943 5.7234 32.2436
H 2.7155 8.0134 32.1423
H 1.5345 1.4014 33.6918
H 1.3194 2.1981 35.2800
C -3.0720 3.4184 27.4171
H -3.0977 9.0974 31.8404
H 0.6896 8.0139 25.4637
C 3.1993 0.1632 31.8536
H 4.4066 11.6898 36.6408
H -0.3856 -0.4853 35.0894
H 5.2617 0.7600 39.5328
H -2.5670 8.7632 28.9101
H -5.8417 -0.9600 30.7403
H 2.5013 2.0807 38.5765
H 1.6003 7.1838 24.1685
H 3.2282 0.3366 36.3864
C -4.9998 5.1976 31.0966
H -0.1730 3.0777 32.2658
O 6.1069 3.0079 30.4747
H 0.1704 5.6595 32.8409
H -0.7443 -0.8508 30.2933
H -0.2087 5.6553 24.9403
C -2.0929 3.5686 28.5904
H 2.9585 -0.1133 38.5942
H 2.6866 9.3056 34.7171
O -1.1345 9.1356 30.3388
C -3.0058 4.6556 26.5150
O -0.7361 7.9894 32.8979
H 3.4421 -0.9251 29.9879
H 2.6007 11.8993 36.1078
H 4.6660 4.4116 39.9165
H -3.3503 3.9053 31.3933
O 3.5727 5.3488 29.4613
H 2.2098 4.0441 35.6989
H 1.2779 -0.9556 36.9549
H 4.5964 2.1047 38.6563
H -2.1409 4.5915 28.9638
H 1.4664 3.0635 31.6652
H -4.6032 -1.7298 31.7275
H 7.0330 3.1085 30.7069
C 0.6610 5.7286 25.5932
O -0.7182 3.5053 28.1965
*
```

highest occupied orbital energy: -8.59 eV
energy: -103542.89805 eV
frontier orbital gap: 8.443 eV
molar mass: 1085.42 u


4.
DFT (ωB97M-V/def2-TZVPD) results for a 10-piece molecular cluster, C34H72O10 overall.

Geometry as ORCA input:
```
! wB97M-V def2-TZVPD RIJCOSX def2/J DEFGRID3
* xyz 0 1
H 4.2241 -6.3140 -2.1562
C 2.2413 0.6407 4.7999
C -4.2756 -0.1777 2.8147
H 3.1384 -6.2678 -3.4406
H -3.8797 2.8321 2.1852
H 0.6697 4.4247 1.1820
H 1.1791 6.1636 0.9038
H 2.7511 2.8730 4.8539
H 3.4026 -1.2785 1.7813
C 2.3506 2.0647 4.2420
H 0.8548 -8.3849 -1.6290
H -0.3501 1.7104 -0.2439
H -5.2972 0.3717 -1.2087
C 2.3528 -5.3956 -1.5650
O 0.2550 1.1853 3.7126
H 6.4314 -1.3482 1.5725
O -3.5591 4.3644 -0.3530
C 4.1041 0.9803 -3.8830
C 0.1319 0.8302 0.1816
C 3.1571 -6.4049 -2.3595
C -4.3688 0.9246 -1.3518
C 1.1469 0.1084 3.8858
H 5.2185 -2.5647 1.3664
O -0.0630 -1.2397 0.9944
H -3.6858 1.7181 -4.5127
H 2.8154 -5.0263 -0.6498
H -1.9102 -2.8742 -1.2356
C -4.5245 1.8671 -2.5091
H -3.4865 0.5738 2.8404
H 3.6648 0.9608 -4.8804
H -4.5160 0.2306 -4.0188
H -4.2257 -3.0618 -2.9130
H -5.2802 -4.2836 -2.2128
C 1.2296 -7.4793 -2.1059
H -4.7554 5.4402 0.9078
C -3.9351 1.0818 -3.6636
C 5.3123 -1.1520 -0.2781
C 1.7511 4.6695 -0.6358
H -4.1651 -2.5312 -0.5402
H -4.2488 1.4990 -0.4333
C -3.6638 3.8813 1.9835
H -1.6586 3.4280 1.9491
O 2.6056 -7.7116 -2.1036
H 6.2736 -0.7788 -0.6313
C -2.3635 3.7523 -0.0321
H -4.3766 -0.6237 3.8041
C -4.2544 -3.9158 -2.2363
H 0.1536 -5.6718 -1.6405
H 0.8079 4.4704 -1.1446
H -2.3351 -0.3472 -3.4220
O -5.5251 0.5105 2.5369
C -4.4439 4.4072 0.7526
C 2.6500 4.7194 1.5488
H -0.0046 -0.2643 -1.6119
H 1.8838 0.5486 5.8255
H -1.3088 0.3190 1.7378
H 4.4856 -0.4007 2.8336
H 3.5314 3.4779 -1.0692
C -2.2857 4.1539 1.4315
H -3.8451 4.4968 2.8647
H 2.2937 5.4297 -1.1977
C -2.3777 -3.7487 -0.7830
H 0.7176 -0.7819 4.3454
H -5.3294 3.7887 0.6062
O -3.2047 0.1886 -1.6261
H -1.7534 -0.3283 0.2256
C 0.9000 -1.4333 -0.0952
O 4.3283 -0.1155 -0.4499
C 1.4144 5.1074 0.7727
C 2.6183 3.4366 -0.4753
H -4.0592 2.8331 -2.3130
H -2.4268 2.6738 -0.1767
C 1.0623 -6.1548 -1.2815
O 2.9656 3.4906 0.9396
H -1.9984 -3.9154 0.2252
H -3.5432 -5.9178 -2.7393
C -3.1492 -4.9025 -2.6959
H -5.5875 2.0318 -2.6850
H 3.1614 0.0767 4.6467
C 0.7425 -0.0937 -0.8367
H 0.7916 -7.3444 -3.0949
H -4.2537 -4.2028 -0.0397
C -0.8749 -0.0658 0.8149
H -4.0365 -0.8995 2.0338
H 1.6810 0.3053 -1.2216
H 0.8333 1.1820 0.9382
H 0.4150 2.7394 4.8746
H 0.8983 -6.3142 -0.2158
H 3.1516 0.8853 0.8808
H -1.5476 4.1584 -0.6300
H 1.5286 -0.2015 2.9130
C 4.1643 0.4832 0.8484
C 5.4200 -1.5068 1.1982
H 3.7984 0.0837 -2.1601
C -3.8699 -3.5431 -0.8180
H 0.7170 -2.2042 -0.8438
H -1.9091 5.1543 1.6448
H 1.9027 -1.4129 0.3318
H 4.9133 1.2547 1.0271
O -2.2192 -4.8828 -1.6611
H 2.0456 -4.5199 -2.1368
H 4.9240 -1.9874 -0.8608
O 3.5554 -0.0479 -3.0794
H -2.6706 -4.5806 -3.6208
H 3.8529 1.9390 -3.4293
H 2.0511 2.5296 -0.6844
H 2.8535 2.1810 3.2819
H 2.4708 4.6852 2.6234
H -5.6139 1.1191 3.2740
C 4.3111 -0.6764 1.7936
C 0.9347 2.4091 3.9752
H 3.4019 5.5063 1.4893
H 0.8592 3.1607 3.1894
C -2.7185 0.5360 -2.9110
H -1.8922 1.2450 -2.8605
H 5.1739 0.9858 -4.0918
*
```

highest occupied orbital energy: -9.23 eV
energy: -56894.54929 eV
frontier orbital gap: 9.886 eV
molar mass: 640.94 u


5.
DFT (ωB97M-V/def2-TZVPD) results for one molecule with the formula C5H12O.

Geometry as ORCA input:
```
! wB97M-V def2-TZVPD RIJCOSX def2/J DEFGRID3
* xyz 0 1
C -1.4962 -0.0622 1.2085
H -1.2928 -0.4789 -2.2473
H -0.9572 1.1862 -0.4666
H 1.0546 1.2841 0.7843
H 1.4125 1.2760 -0.9533
H -2.7914 -0.2764 -1.3092
H -1.6564 -1.1229 1.4319
H -0.7698 0.3273 1.9310
H -1.7627 -1.7033 -1.0623
H 2.9122 -0.7518 -0.5614
H 2.6265 -0.5684 1.1814
C 1.3443 0.6345 -0.0586
C 2.6741 -0.0330 0.2284
H -2.4436 0.4662 1.3568
O 0.3788 -0.3718 -0.2670
C -1.7552 -0.6284 -1.2674
H 3.4776 0.7086 0.2790
C -0.9554 0.1142 -0.2081
*
```

highest occupied orbital energy: -9.62 eV
energy: -7426.87080 eV
frontier orbital gap: 10.784 eV
molar mass: 88.15 u